{"formula": "C12H22InN3O4", "method": "ωB97M-V/def2-TZVPD", "e_homo_ha": -0.547, "homo_lumo_gap_ha": 0.072, "e_tot_ev": -30602.5447, "largest_force_ev_per_a": 11.986, "total_charge": 2, "e_lumo_ha": -0.47508, "symbols": ["C", "C", "C", "O", "C", "C", "N", "C", "C", "C", "C", "C", "N", "O", "C", "N", "C", "O", "O", "H", "H", "H", "H", "H", "H", "H", "H", "H", "H", "H", "H", "H", "H", "H", "H", "H", "H", "H", "H", "H", "H", "In"], "positions_angstrom": [[3.634938, 1.675805, 0.305753], [3.641946, 0.095832, -0.133090], [2.773835, -0.868749, 0.889981], [1.695286, -1.473695, 0.048809], [1.200746, -2.674098, 0.781220], [-0.415731, -2.915132, 0.658132], [-1.075927, -1.635551, 1.208777], [-1.464820, -0.690782, 0.093659], [-1.763151, 0.843911, 0.688155], [-1.741344, 1.822585, -0.667598], [-2.057116, 3.397391, -0.337749], [-1.518157, 4.256265, -1.667860], [-2.358842, 4.020469, -2.907482], [-0.919547, -3.118552, -0.707352], [0.084531, -3.722199, -1.596710], [1.057064, -3.892315, -2.469473], [-0.788757, -4.139757, 1.709648], [-2.021717, -4.505066, 2.068708], [0.328759, -4.898494, 2.361558], [3.940786, 2.320966, -0.621408], [4.449627, 1.863310, 1.136569], [2.573726, 1.993874, 0.684424], [3.137500, 0.044763, -1.210702], [4.772191, -0.252215, -0.236015], [2.365028, -0.235374, 1.785946], [3.503109, -1.698337, 1.340716], [1.854576, -3.645604, 0.557104], [1.411527, -2.435853, 1.931938], [-1.960825, -1.926116, 1.678863], [-2.499858, -1.015479, -0.405088], [-0.611753, -0.527871, -0.721423], [-0.809269, 1.140105, 1.315123], [-2.768946, 0.914232, 1.282719], [-2.559790, 1.412880, -1.427158], [-0.698293, 1.739280, -1.239276], [-1.499539, 3.773625, 0.620067], [-3.215273, 3.560508, -0.294119], [-0.409134, 3.916892, -1.888938], [-1.507591, 5.410914, -1.463172], [-1.720850, 4.222640, -3.735211], [-2.623673, 3.017405, -3.031342], [-3.415273, -5.172416, 3.613299]], "forces_ev_per_a": [[0.520, -0.359, -0.005], [-0.261, 0.734, -0.551], [2.092, 0.776, -0.713], [-0.045, -2.357, 2.768], [1.335, 1.094, 1.636], [0.603, 1.903, 0.275], [-1.214, -1.956, -3.463], [-0.232, 1.470, -0.176], [1.043, 0.515, -0.793], [-0.340, -0.701, -0.299], [0.109, 0.505, -1.454], [-0.494, -0.617, 0.843], [2.980, -0.907, 0.139], [3.967, -2.185, -0.735], [5.658, 0.820, -5.058], [-8.872, 1.280, 7.957], [1.957, -6.266, 5.325], [4.897, 3.046, -2.941], [-5.840, 5.145, -4.593], [-0.673, -1.209, 1.808], [-1.842, -0.319, -1.551], [2.023, -0.503, -0.696], [1.111, -0.185, 2.362], [-2.558, 0.454, 0.303], [0.264, -1.165, -1.633], [-1.865, 1.502, -0.998], [-1.634, 1.531, 0.016], [-0.772, -0.778, -2.415], [0.919, 0.522, 0.222], [2.203, 0.509, 0.878], [-1.821, -0.990, 1.825], [-2.171, -0.632, -0.900], [2.066, -0.056, -1.130], [1.657, 0.901, 1.595], [-2.116, 0.071, 1.499], [-1.185, -0.716, -1.883], [2.239, -0.331, 0.308], [-1.725, 0.841, 0.277], [0.052, -2.061, -0.143], [-1.393, 0.025, 1.112], [-0.169, 1.120, 0.319], [-0.475, -0.468, 0.664]], "lowdin_charge": [-0.14, -0.20, -0.15, -0.13, -0.08, -0.27, 0.12, -0.16, -0.13, -0.21, -0.16, -0.22, 0.07, -0.01, -0.07, 0.21, -0.19, -0.38, 0.00, 0.09, 0.10, 0.07, 0.13, 0.14, 0.15, 0.16, 0.20, 0.16, 0.15, 0.18, 0.15, 0.13, 0.14, 0.13, 0.13, 0.13, 0.13, 0.14, 0.16, 0.13, 0.09, 1.10]}


{"formula": "C3H3ClO", "method": "ωB97M-V/def2-TZVPD", "e_homo_ha": -0.352, "homo_lumo_gap_ha": 0.365, "e_tot_ev": -17723.1017, "largest_force_ev_per_a": 5.513, "e_lumo_ha": 0.01305, "symbols": ["C", "C", "C", "O", "Cl", "H", "H", "H"], "positions_angstrom": [[0.457271, -0.317569, -0.567819], [1.202413, -0.476074, -2.078888], [-0.212971, 0.632544, 0.989274], [-0.041870, -0.224357, -1.945726], [-1.629851, -0.266849, 1.447307], [0.215909, -1.260908, -0.083797], [-0.492825, 1.444370, 0.481093], [0.501923, 0.468843, 1.758557]], "forces_ev_per_a": [[0.563, -0.614, 1.477], [-1.048, 1.158, 2.957], [1.284, -4.481, -2.944], [-0.646, -0.038, 0.044], [-0.355, -0.229, 0.035], [0.008, -0.436, -0.993], [-0.612, 3.840, -0.699], [0.804, 0.800, 0.123]], "lowdin_charge": [-0.18, 0.12, -0.46, -0.09, 0.57, 0.03, -0.01, 0.04]}


{"formula": "C9H13N2O", "method": "ωB97M-V/def2-TZVPD", "e_homo_ha": [-0.386, -0.405], "homo_lumo_gap_ha": [0.223, 0.268], "e_tot_ev": -14559.8889, "largest_force_ev_per_a": 6.397, "total_charge": 1, "e_lumo_ha": [-0.16281, -0.13659], "symbols": ["C", "C", "C", "C", "C", "C", "C", "C", "C", "N", "N", "O", "H", "H", "H", "H", "H", "H", "H", "H", "H", "H", "H", "H", "H"], "positions_angstrom": [[2.545595, -1.416464, 0.558607], [1.898476, -2.249429, -0.320712], [1.981882, -0.134442, 0.369539], [1.080417, -0.305821, -0.706062], [1.481380, 2.221820, 0.248893], [0.322398, 0.779956, -1.216896], [-2.937811, -0.079466, -0.879654], [-1.426339, -0.970581, 1.043931], [-2.041817, 0.164803, 0.312590], [2.254075, 1.228674, 0.777748], [0.501281, 2.035866, -0.583526], [1.009778, -1.524767, -1.115396], [3.240435, -1.651322, 1.240706], [1.860774, -3.291350, -0.450768], [1.845163, 3.219651, 0.709383], [-0.664152, 0.715320, -1.596807], [-2.636445, -0.867551, -1.558815], [-3.341069, 0.868141, -1.152186], [-3.960509, -0.449621, -0.557927], [-1.545905, -1.947023, 0.393267], [-2.189738, -1.235301, 1.932686], [-0.499991, -0.674436, 1.343100], [-1.989224, 1.091013, 0.991706], [3.185128, 1.569136, 0.935183], [0.026223, 2.903185, -0.718578]], "forces_ev_per_a": [[-2.494, 0.786, -2.015], [-0.085, 1.554, 0.248], [-0.291, 0.445, -2.004], [0.123, 3.862, 1.221], [2.253, 0.695, 2.408], [-0.932, 0.034, 0.566], [-1.707, 0.134, 2.835], [-5.594, -2.909, -1.076], [0.219, 0.233, 0.701], [-1.225, -0.531, -1.337], [2.171, -0.416, 1.281], [0.409, -2.088, 0.327], [2.356, -1.122, 2.261], [0.195, -0.929, -0.214], [-1.375, -1.327, -1.429], [-0.390, -0.459, -0.979], [0.502, 0.530, -0.550], [0.435, 0.825, -1.701], [0.897, -0.328, 0.378], [1.016, 1.802, 1.225], [1.994, 0.635, -1.334], [2.780, -0.025, 1.334], [-0.659, -0.949, -1.736], [0.499, -0.444, 0.607], [-1.097, -0.008, -1.016]], "lowdin_charge": [0.05, 0.01, -0.11, -0.29, -0.07, 0.06, -0.13, -0.13, -0.23, 0.15, 0.12, 0.11, 0.09, 0.13, 0.20, 0.09, 0.08, 0.06, 0.10, 0.12, 0.14, 0.01, 0.12, 0.16, 0.17]}